No. 1
ORCA calculation (ωB97M-V/def2-TZVPD) on C49H38AsN2P2STeZn as an isolated structure at a distorted geometry.

Properties
E_tot = -7363.5023 a.u.
energy above the lowest of the compared OMol25 structures with the same formula, charge and spin = 425.6 kJ/mol
total charge = -1

The geometry in XYZ format:
```
95
C49H38AsN2P2STeZn, DFT ωB97M-V/def2-TZVPD
Te -3.823 0.476 1.913
As 3.879 0.247 0.630
Zn 0.397 0.017 0.592
S 1.050 0.699 2.781
P -1.574 1.523 0.011
P -1.817 -1.249 0.161
N 1.383 -0.307 -2.322
N -8.315 0.476 -0.131
C -1.528 2.678 -3.966
C -1.336 -1.495 -1.591
C -3.786 3.235 -0.184
C 0.093 -1.890 -1.788
C -1.967 2.154 -2.762
C 3.621 -4.421 -0.173
C 4.266 -3.590 -1.080
C -1.502 -0.822 -3.934
C 0.245 2.398 -1.864
C -4.180 -5.069 1.187
C 3.254 -2.535 1.268
C -6.067 -0.351 -0.050
C -3.879 5.444 0.753
C -3.402 -3.512 -0.474
C -2.867 -2.701 0.522
C -2.865 0.229 -0.038
C 6.810 -0.274 0.129
C -4.474 4.416 0.032
C 0.747 -1.409 -3.103
C -3.644 -4.268 2.186
C 5.052 -0.091 3.263
C -2.598 5.289 1.257
C -6.748 1.360 1.446
C -0.193 -0.942 -4.165
C -0.201 3.053 -4.125
C 3.897 -1.690 0.369
C 5.116 -0.232 4.636
C 7.436 2.424 0.251
C 3.122 -3.891 1.006
C -2.983 -3.097 1.856
C 6.137 1.996 0.464
C -7.998 1.315 0.851
C 4.399 -2.238 -0.811
C 3.855 0.148 2.590
C 2.747 0.069 4.737
C 2.667 0.252 3.348
C -1.079 2.004 -1.700
C 3.948 -0.166 5.376
C 8.429 1.499 -0.042
C 0.690 2.905 -3.075
C -2.068 -1.030 -2.610
C -1.905 4.106 1.040
C -5.747 0.505 0.998
C 8.113 0.151 -0.097
C 5.802 0.642 0.410
C -7.352 -0.335 -0.565
C -4.057 -4.689 -0.140
C 0.890 -0.738 -1.201
C -2.498 3.076 0.320
H 4.848 -1.583 -1.549
H -4.245 2.422 -0.733
H 5.972 -0.159 2.694
H -8.794 1.981 1.170
H -3.297 -3.217 -1.510
H 7.681 3.478 0.297
H -5.320 -1.025 -0.447
H -2.226 2.810 -4.784
H 0.944 2.283 -1.042
H -3.728 -4.563 3.225
H -3.088 -0.710 -2.434
H 1.507 -2.089 -3.503
H 2.617 -4.535 1.714
H 0.237 -0.665 -5.121
H -7.642 -1.012 -1.362
H 1.829 0.131 5.305
H -2.169 -0.467 -4.710
H -2.138 6.091 1.820
H 9.444 1.827 -0.223
H 6.580 -1.331 0.092
H -2.538 -2.482 2.628
H 0.314 -2.905 -1.447
H -4.681 -5.996 1.437
H -5.474 4.535 -0.367
H -0.906 3.970 1.436
H 6.068 -0.393 5.126
H -4.463 -5.310 -0.930
H 2.820 -2.127 2.174
H 8.886 -0.573 -0.325
H -6.546 2.060 2.246
H -2.999 1.845 -2.648
H -4.417 6.370 0.916
H 3.488 -5.471 -0.402
H 0.139 3.455 -5.072
H 1.729 3.184 -3.195
H 5.355 2.716 0.685
H 3.972 -0.293 6.451
H 4.655 -4.002 -2.004
```

Results of the Mulliken charge analysis, in e, for atoms 1 through 5:
1 Te 0.264
2 As 0.250
3 Zn 0.340
4 S -0.586
5 P 0.032

---

No. 2
ORCA calculation (ωB97M-V/def2-TZVPD) on C4H9NO2 in the gas phase at a distorted geometry.

Properties
E_tot = -363.0047 a.u.
SMILES = C[C@H](C=O)NCO
energy above the lowest of the compared OMol25 structures with the same formula, charge and spin = 212.2 kJ/mol
total charge = 0

The geometry in XYZ format:
```
16
C4H9NO2, DFT ωB97M-V/def2-TZVPD
O 0.723 -2.297 1.208
O 0.183 2.735 -0.272
N -0.845 0.586 -0.220
C 0.314 -1.105 -1.593
C -0.495 1.750 0.539
C -0.146 -1.615 0.741
C 0.159 -0.486 -0.191
H 0.288 1.492 1.247
H -0.470 -1.842 -1.774
H -1.020 0.724 -1.202
H 1.123 -0.086 0.128
H -1.173 -1.658 1.174
H -1.401 2.129 0.997
H 0.223 -0.407 -2.423
H 1.295 -1.531 -1.754
H -0.320 3.565 -0.240
```

Results of the Mulliken charge analysis, in e, for atoms 1 through 5:
1 O -0.477
2 O -0.534
3 N -0.364
4 C -1.523
5 C -0.455